C5H14N3 | ωB97M-V with the def2-TZVPD basis set

Last columns: bonded neighbours and bond lengths (Å).
CARTESIAN COORDINATES (ANGSTROEM)
1 C 0.90 -2.58 -2.12  C2 1.507, H9 1.030, H10 1.086, H11 1.117
2 C 0.47 -1.34 -1.38  C1 1.507, C3 1.342, H12 1.073
3 C -0.79 -1.10 -0.98  C2 1.342, H13 1.106, H14 1.139
4 C -0.77 1.55 0.90  N7 1.596, H15 1.069, H16 1.187
5 N -0.98 0.30 4.57  C6 1.299, H17 0.985
6 C -0.63 1.09 3.60  N5 1.299, N7 1.446, H18 1.064
7 N -0.28 0.81 2.23  C4 1.596, C6 1.446, H19 0.996
8 N 1.59 1.42 -2.28  H20 1.000, H21 1.055, H22 1.075
9 H 1.74 -2.88 -1.62  C1 1.030
10 H 0.24 -3.43 -2.00  C1 1.086
11 H 1.04 -2.36 -3.21  C1 1.117
12 H 1.11 -0.48 -1.43  C2 1.073
13 H -0.94 -0.32 -0.21  C3 1.106
14 H -1.66 -1.61 -1.50  C3 1.139
15 H -0.42 2.56 1.01  C4 1.069
16 H -1.86 1.08 0.98  C4 1.187
17 H -1.85 -0.11 4.38  N5 0.985
18 H -0.95 2.10 3.73  C6 1.064
19 H -0.53 -0.14 2.04  N7 0.996
20 H 0.72 1.57 -1.81  N8 1.000
21 H 2.27 1.95 -1.67  N8 1.055
22 H 1.57 1.90 -3.24  N8 1.075

Results
**E**: -9866.0217 eV
**2S+1**: 1
**Energy relative to the best compared isomer or geometry (same formula, charge and spin)**: 257.00 kcal per mole
**Total charge**: +1
**F_max**: 8.69 eV Å⁻¹